Computed, not measured: a single C3H5ClNP molecule in a non-equilibrium geometry, with ωB97M-V/def2-TZVPD.

Calculated values
2S+1 ... 1
Structure (SMILES) ... CCP(Cl)C#N
E_HOMO ... -10.483 eV
HOMO-LUMO gap ... 10.39 eV
Energy relative to the best compared isomer or geometry (same formula, charge and spin) ... 0.509 eV

```
11
C3H5ClNP (ωB97M-V/def2-TZVPD)
C -1.5343 0.6002 -0.0494
C -0.3488 -0.3516 -0.1239
P 1.1724 0.4223 -0.8883
Cl 1.5748 1.8207 0.4858
C 2.3485 -1.1334 -0.0006
N 2.9743 -1.9379 0.5129
H -1.8316 0.9383 -1.0396
H -2.3818 0.0968 0.4122
H -1.2880 1.4703 0.5557
H -0.5943 -1.2188 -0.7418
H -0.0912 -0.7069 0.8770
```